Entry 1:
Here is a cluster of 4 separate species, C18H45ClF2NO13P2 in total at a distorted geometry from the Open Molecules 2025 dataset. Energies are from ωB97M-V/def2-TZVPD.

Results
* frontier orbital gap: 7.602 eV
* charge: -1
* LUMO energy: 2.3 eV
* electronic energy: -84037.798 eV

The geometry in XYZ format:
```
82
Properties=species:S:1:pos:R:3:lowdin_charge:R:1
Cl -2.8683 0.6428 5.2020 0.663
P -2.2007 -2.6605 4.7471 0.482
P -0.9689 -3.9960 3.4131 0.512
F -1.8789 -3.8275 5.9317 -0.315
F 2.2021 -0.4566 3.3391 -0.033
O -3.3249 3.1639 -1.7722 -0.201
O -5.0028 5.3065 -2.9224 -0.191
O -0.5805 -0.4850 -0.4357 -0.182
O 3.9867 -1.9186 -4.4171 -0.197
O 0.2642 -4.6387 4.3077 -0.207
O -1.6557 2.0971 3.1614 -0.208
O -1.6753 -5.1254 2.7483 -0.363
O 6.7980 -2.0434 -5.3154 -0.192
O -0.1351 -3.1122 2.2903 -0.202
O -0.7616 -1.8348 5.2516 -0.243
O 0.5979 0.6401 -2.9115 -0.196
O -2.5838 2.8598 2.4044 -0.053
O -2.5065 -1.4148 3.5028 -0.258
N -3.6613 -3.5538 4.1830 -0.155
C 4.3367 -0.9687 -3.4224 -0.104
C 0.5002 0.2448 4.8831 -0.074
C -0.4796 1.2059 -2.1718 -0.200
C 7.0796 -2.9957 -4.3055 -0.113
C -3.9008 6.1932 -2.8752 -0.115
C -1.9101 -0.2609 3.9271 -0.784
C -3.5896 3.6362 -0.4598 -0.108
C -0.5332 -0.7546 4.3866 -0.427
C -1.7001 0.7430 2.7300 -0.149
C 0.6085 -1.2115 -0.1706 -0.102
C 5.6648 -2.3849 -6.1007 -0.208
C -4.5001 2.9627 -2.5397 -0.204
C 0.2290 -0.5286 -3.6190 -0.109
C 1.8984 -0.3855 4.6960 -0.368
C 2.9767 0.4938 5.3564 -0.038
C -4.6942 4.0704 -3.5520 -0.206
C -0.3591 0.8916 -0.6965 -0.203
C 4.4516 -1.5690 -5.7104 -0.210
H -3.8181 -3.3162 3.2089 0.012
H 1.0345 -0.9094 0.7919 0.077
H -2.4644 0.5894 1.9711 0.134
H -2.9890 -2.0276 5.7348 0.030
H 5.4097 -0.7597 -3.4262 0.083
H -1.1325 1.4479 -0.1552 0.113
H -4.0636 2.8520 0.1363 0.088
H -0.4477 -0.2787 -4.4448 0.085
H -4.2271 4.5253 -0.4729 0.085
H 3.2320 1.2966 4.6669 0.078
H 2.5738 0.8773 6.2904 0.073
H -0.4278 2.2904 -2.3075 0.122
H 5.4441 -3.4530 -6.0200 0.125
H -5.3775 2.8771 -1.8927 0.127
H 0.5054 1.1744 4.3126 0.126
H -0.0323 -5.5185 4.5689 0.058
H -3.8047 4.1674 -4.1812 0.124
H 3.7798 -0.0382 -3.5733 0.088
H 1.1380 -0.9674 -4.0316 0.076
H 4.0629 -1.3836 -2.4540 0.090
H -3.6537 6.5535 -3.8801 0.086
H 3.6411 -1.7830 -6.4152 0.124
H -4.1879 7.0448 -2.2601 0.087
H 6.2013 -3.1967 -3.6873 0.085
H 7.4369 -3.9317 -4.7487 0.087
H 5.9171 -2.1675 -7.1440 0.123
H -3.0224 5.7178 -2.4317 0.084
H 0.7804 -3.4260 2.3226 0.064
H -0.1255 -1.1265 3.4335 0.114
H 1.8653 -1.3865 5.1295 0.146
H 1.3505 -1.0693 -0.9629 0.077
H -4.4231 -3.1092 4.6871 0.008
H -0.2484 -1.2619 -2.9643 0.088
H -2.6384 3.8908 0.0015 0.081
H -5.5415 3.8164 -4.1976 0.123
H 3.8634 -0.1154 5.5365 0.071
H -0.7178 0.5776 2.2833 0.119
H 0.6164 1.2097 -0.3153 0.131
H 0.3446 -2.2659 -0.1151 0.083
H 7.8669 -2.5855 -3.6750 0.088
H -3.1098 3.3340 3.0628 0.099
H 4.6771 -0.5002 -5.7672 0.126
H 0.4124 0.4321 5.9535 0.124
H -1.4436 0.8637 -2.5571 0.121
H -4.3799 2.0145 -3.0746 0.125
```


Entry 2:
Here is a cluster of 2 separate species, C8H12N2O2 in total at a distorted geometry from the Open Molecules 2025 dataset. Energies are from ωB97M-V/def2-TZVPD.

Results
* energy relative to the best compared isomer or geometry (same formula, charge and spin): 7.770 eV
* frontier orbital gap (alpha / beta): 8.131 / 7.882 eV
* LUMO energy (alpha / beta): -1.3 / -1.3 eV
* electronic energy: -15559.139 eV

The geometry in XYZ format:
```
24
Properties=species:S:1:pos:R:3:nbo_charge:R:1
O 3.1314 1.0390 0.9358 -0.327
O 2.9775 1.1598 -1.1952 -0.333
N 2.6396 0.8391 -0.1116 0.552
N 2.1483 -2.6414 0.0420 -0.247
C 0.8661 -0.4888 0.0883 0.020
C -0.5171 1.2260 1.6031 -0.603
C -0.9065 -0.9815 -1.6586 -0.632
C -1.1469 -1.1793 1.4375 -0.623
C -0.2860 0.0271 -0.7324 -0.052
C -0.3248 -0.0261 0.7957 -0.078
C -0.1663 1.3921 -1.3584 -0.592
C 1.5086 -1.7127 0.1705 0.205
H -1.3514 -1.9491 0.6782 0.224
H -0.6107 -0.8449 -2.6993 0.228
H -2.2559 -0.8226 1.6724 0.222
H -0.3829 1.0527 2.7360 0.230
H 0.1050 2.0413 1.3269 0.225
H 0.6454 1.9355 -0.9823 0.218
H -1.6325 1.4937 1.6016 0.223
H 0.0774 1.1919 -2.3979 0.227
H -0.5668 -1.9515 -1.4710 0.220
H -0.8129 -1.5862 2.4952 0.241
H -1.1371 1.9285 -1.2057 0.221
H -2.0014 -1.1426 -1.7706 0.229
```


Question: Number 1 is which compound?
Answer: C18H45ClF2NO13P2